(1)
{
  "formula": "C11H25F5N4O13S3",
  "method": "the ωB97M-V functional and the def2-TZVPD basis",
  "lumo_energy_ev": -1.6,
  "homo_lumo_gap_ev": 4.5,
  "max_force_ev_per_a": 7.8,
  "elements": ["C", "C", "O", "N", "H", "H", "C", "H", "H", "H", "H", "H", "H", "C", "C", "O", "N", "H", "H", "C", "H", "H", "H", "H", "H", "H", "C", "C", "O", "N", "H", "H", "C", "H", "H", "H", "H", "H", "H", "C", "F", "F", "F", "S", "O", "O", "O", "N", "S", "O", "O", "F", "S", "O", "O", "F", "O", "C", "O", "O", "H"],
  "positions_angstrom": [[1.844, 1.455, -2.837], [0.903, 2.626, -3.093], [1.162, 3.763, -2.725], [-0.373, 2.261, -3.875], [-0.235, 1.449, -4.459], [-1.017, 2.123, -3.110], [-0.971, 3.454, -4.695], [2.386, 1.772, -1.946], [2.580, 1.445, -3.642], [1.426, 0.495, -2.534], [-1.739, 3.047, -5.352], [-0.188, 3.877, -5.325], [-1.406, 4.135, -3.963], [2.745, 3.539, 1.339], [1.790, 3.213, 2.517], [1.835, 3.772, 3.619], [0.962, 1.955, 2.323], [1.106, 1.636, 1.376], [1.281, 1.218, 2.936], [-0.540, 2.152, 2.634], [3.323, 4.427, 1.595], [2.423, 3.908, 0.365], [3.450, 2.736, 1.124], [-0.941, 1.231, 2.212], [-0.731, 3.109, 2.148], [-0.619, 2.280, 3.713], [-3.229, -6.437, -0.258], [-2.088, -5.584, -0.571], [-1.899, -5.215, -1.709], [-1.283, -4.960, 0.565], [-1.860, -4.763, 1.370], [-0.755, -5.743, 0.923], [-0.406, -3.742, 0.229], [-3.088, -7.063, 0.623], [-3.527, -7.086, -1.082], [-4.126, -5.848, -0.063], [-0.227, -3.194, 1.153], [-0.929, -3.124, -0.501], [0.467, -4.191, -0.245], [3.446, -2.230, 0.532], [4.401, -1.950, -0.395], [3.016, -3.440, 0.313], [3.983, -2.122, 1.737], [1.932, -0.939, 0.571], [2.519, 0.435, 0.417], [1.070, -1.352, -0.544], [1.308, -1.045, 1.891], [-2.319, 1.528, -2.058], [-1.731, 0.785, -0.854], [-2.633, 0.212, 0.112], [-0.391, 1.226, -0.438], [-1.424, -0.489, -1.822], [-2.780, 2.874, -1.088], [-2.505, 4.118, -1.846], [-2.582, 2.954, 0.362], [-4.320, 2.840, -1.174], [0.056, -1.597, 4.358], [0.168, -0.454, 4.976], [1.037, 0.286, 4.558], [-0.398, -0.234, 6.012], [0.646, -1.530, 3.603]],
  "atomic_forces_ev_per_a": [[-0.2, 1.0, 0.8], [2.0, 1.4, 1.1], [-1.8, -3.0, -1.6], [1.2, 3.3, -1.0], [0.0, -0.4, 0.2], [-1.4, -1.1, 0.7], [0.4, -1.1, 0.4], [0.1, 0.0, 0.0], [-0.2, -0.4, -0.2], [-0.3, 0.0, -0.6], [0.0, -0.1, 0.3], [0.0, 0.1, 0.4], [0.2, 0.0, -0.2], [0.4, 1.0, 0.4], [1.2, 0.7, 2.3], [-0.7, -1.8, -3.9], [-0.5, 2.4, 0.1], [0.0, -0.3, -0.6], [0.4, -1.3, 1.7], [2.1, 0.3, -0.2], [0.2, -0.2, 0.8], [-1.3, -0.7, 0.0], [-0.3, -0.3, 0.3], [-0.7, 0.5, 0.2], [-0.9, -0.5, -0.3], [-0.1, -0.5, -0.1], [-0.9, -1.4, 1.3], [-0.6, 2.0, -3.4], [0.7, -0.4, 2.4], [-0.2, -0.2, -0.3], [-0.8, 0.4, 0.2], [1.0, -0.2, 0.1], [-0.1, -0.7, -0.5], [0.1, 0.0, 0.1], [0.5, 0.2, -0.2], [0.1, 0.5, 0.1], [0.2, -0.1, -0.1], [0.0, -0.1, 0.2], [0.1, 0.6, 0.2], [-0.4, 3.0, 0.0], [-0.8, 0.0, 0.6], [-0.4, -1.2, -0.1], [0.4, -0.5, 0.1], [0.1, 2.1, -0.4], [-0.3, -2.4, -0.3], [1.0, -0.3, 0.6], [0.6, -1.0, -1.2], [-2.1, 4.5, 1.6], [4.0, -6.4, 2.3], [0.8, 0.9, -0.7], [-2.2, -0.2, -0.7], [0.4, 0.0, 0.5], [-1.0, 6.1, -0.7], [0.4, -2.8, 0.9], [0.5, -1.0, -2.8], [-0.9, -1.0, -0.4], [-1.4, -3.6, -1.7], [0.8, 1.0, 2.6], [3.4, 3.4, -3.5], [-3.0, -0.5, 2.4], [0.2, 0.0, -0.2]]
}

(2)
{
  "formula": "C52H48N2O2P3STi",
  "method": "the ωB97M-V functional and the def2-TZVPD basis",
  "charge": 3,
  "lumo_energy_ev": [-9.6, -9.6],
  "homo_lumo_gap_ev": [4.0, 4.0],
  "max_force_ev_per_a": 3.1,
  "elements": ["Ti", "O", "P", "C", "P", "O", "C", "C", "C", "C", "C", "C", "C", "C", "C", "C", "C", "C", "C", "C", "C", "C", "C", "C", "C", "C", "C", "C", "C", "C", "H", "H", "H", "H", "H", "H", "H", "H", "H", "H", "H", "H", "H", "H", "H", "H", "H", "H", "H", "H", "H", "H", "C", "C", "C", "C", "C", "C", "C", "P", "C", "C", "C", "C", "C", "C", "C", "C", "C", "C", "C", "C", "C", "C", "H", "H", "H", "H", "H", "H", "H", "H", "H", "H", "H", "H", "H", "H", "H", "H", "H", "H", "H", "H", "N", "C", "S", "C", "C", "C", "N", "C", "C", "H", "H", "H", "H", "H", "H"],
  "positions_angstrom": [[-22.733, -4.496, 3.197], [-22.981, -5.428, 1.582], [-23.340, -4.691, 0.208], [-22.310, -3.212, -0.217], [-21.206, -2.513, 1.115], [-21.892, -2.887, 2.503], [-21.193, -0.780, 0.814], [-20.714, -0.259, -0.421], [-20.752, 1.108, -0.656], [-21.233, 1.975, 0.305], [-21.715, 1.443, 1.553], [-21.636, 0.086, 1.828], [-19.621, -3.184, 0.720], [-18.522, -2.335, 0.661], [-17.363, -2.824, 0.070], [-17.278, -4.073, -0.524], [-18.326, -4.964, -0.423], [-19.506, -4.517, 0.186], [-25.050, -4.292, 0.135], [-25.442, -3.031, 0.552], [-26.783, -2.893, 1.042], [-27.647, -3.972, 1.148], [-27.256, -5.230, 0.616], [-25.967, -5.389, 0.152], [-23.071, -5.889, -1.140], [-23.508, -5.471, -2.431], [-23.262, -6.292, -3.502], [-22.672, -7.532, -3.400], [-22.117, -7.836, -2.136], [-22.260, -7.010, -1.027], [-23.022, -2.450, -0.603], [-21.678, -3.442, -1.118], [-20.311, -0.923, -1.179], [-20.313, 1.507, -1.560], [-21.352, 3.057, 0.165], [-22.114, 2.146, 2.269], [-21.787, -0.239, 2.817], [-18.532, -1.334, 1.072], [-16.446, -2.195, 0.025], [-16.373, -4.384, -0.985], [-18.191, -5.998, -0.812], [-20.345, -5.205, 0.335], [-24.744, -2.210, 0.555], [-27.101, -1.900, 1.393], [-28.685, -3.792, 1.500], [-27.887, -6.116, 0.743], [-25.604, -6.395, -0.241], [-24.131, -4.625, -2.520], [-23.556, -5.889, -4.492], [-22.450, -8.284, -4.147], [-21.599, -8.825, -2.065], [-21.835, -7.259, -0.057], [-22.747, -9.824, 6.374], [-21.972, -8.999, 7.365], [-22.211, -9.109, 8.696], [-21.459, -8.278, 9.589], [-20.505, -7.372, 9.115], [-20.263, -7.284, 7.716], [-20.942, -8.116, 6.888], [-20.355, -8.224, 5.132], [-19.046, -9.449, 5.012], [-18.146, -9.483, 6.113], [-16.908, -10.119, 6.023], [-16.544, -10.721, 4.803], [-17.434, -10.708, 3.731], [-18.693, -10.117, 3.829], [-19.583, -10.058, 2.601], [-19.535, -6.687, 4.672], [-18.165, -6.757, 4.303], [-17.460, -5.576, 4.010], [-18.186, -4.440, 3.704], [-19.535, -4.354, 4.025], [-20.253, -5.491, 4.531], [-21.704, -5.386, 4.763], [-23.629, -10.256, 6.833], [-22.140, -10.682, 6.051], [-23.083, -9.286, 5.455], [-22.989, -9.807, 9.084], [-21.660, -8.298, 10.658], [-19.848, -6.838, 9.775], [-19.537, -6.533, 7.324], [-18.489, -9.028, 7.029], [-16.205, -10.074, 6.909], [-15.582, -11.254, 4.661], [-17.127, -11.164, 2.760], [-19.152, -10.750, 1.824], [-19.611, -9.064, 2.181], [-20.650, -10.400, 2.862], [-17.617, -7.713, 4.284], [-16.414, -5.551, 3.878], [-17.712, -3.527, 3.323], [-20.060, -3.458, 3.946], [-21.938, -4.702, 5.631], [-22.220, -6.352, 4.792], [-27.110, -8.711, 6.059], [-26.222, -7.824, 6.605], [-25.884, -7.739, 8.195], [-25.488, -6.958, 5.683], [-25.176, -7.331, 4.369], [-24.892, -6.328, 3.426], [-24.627, -5.042, 3.753], [-24.944, -4.685, 5.026], [-25.295, -5.592, 6.006], [-27.639, -9.249, 6.783], [-27.715, -8.461, 5.268], [-25.258, -8.395, 4.077], [-24.797, -6.613, 2.369], [-25.042, -3.642, 5.300], [-25.383, -5.303, 7.066]],
  "atomic_forces_ev_per_a": [[0.9, 0.3, -0.1], [0.7, 1.2, -0.4], [0.5, -1.7, -2.5], [-0.1, 0.0, -0.1], [-0.7, -0.3, -0.9], [-0.2, -0.5, -0.4], [0.4, 0.9, 0.1], [-0.5, -0.4, 0.7], [0.6, 0.0, 0.0], [-1.5, -0.4, 1.9], [0.7, 0.8, -1.6], [0.5, 0.8, -1.4], [0.2, -1.4, -0.6], [0.5, -0.4, 0.0], [1.4, 1.0, -0.3], [-0.3, 0.3, 0.7], [-1.1, -0.6, 0.2], [0.0, 0.3, 0.6], [-0.4, -0.3, 0.9], [-2.0, -0.5, 0.8], [1.1, 0.9, 0.0], [-0.4, 0.0, -1.0], [0.1, 0.1, 1.0], [0.9, -0.9, -0.7], [0.4, 1.3, -0.4], [0.5, -1.5, 2.0], [-0.7, 0.8, -2.5], [1.5, -0.2, 2.3], [0.2, -1.5, -0.5], [-0.4, -0.2, 0.2], [0.4, -0.2, 0.6], [-0.5, -0.2, 1.0], [-0.1, 0.0, 0.0], [-0.1, -0.1, -0.2], [0.4, -0.6, -0.2], [0.1, -0.1, 0.2], [-0.6, -0.6, 1.0], [-0.1, 0.0, 0.0], [-0.9, -0.3, 0.1], [0.6, -0.1, -0.4], [-0.4, 0.9, 0.4], [0.3, 0.1, -0.3], [-0.1, 0.3, 0.1], [0.1, -0.6, -0.2], [0.9, -0.3, -0.1], [0.0, 0.5, -0.4], [-0.6, 1.4, 0.6], [-0.4, 1.0, -0.3], [0.0, -0.6, 0.6], [-0.5, 0.5, -0.5], [-0.3, 1.1, 0.2], [0.0, -0.2, -0.2], [-0.1, -0.4, -0.5], [0.6, 0.4, -1.9], [0.1, 0.8, 1.9], [-0.1, 0.1, -0.5], [-0.4, -0.8, -0.9], [0.5, 1.0, 1.8], [-0.1, -0.7, -1.3], [-2.3, -0.7, -0.8], [1.4, -0.2, 1.3], [-0.2, -0.6, -0.8], [0.6, 0.2, 0.6], [0.3, -0.2, 0.2], [0.3, -0.4, -0.4], [-0.4, 0.8, -0.4], [-0.7, -1.8, 0.1], [1.0, -1.0, -0.3], [0.4, 0.9, 0.5], [-1.6, -1.0, -0.9], [-0.5, 1.5, 0.7], [0.2, -2.4, 0.5], [1.1, 1.1, -1.0], [-0.1, 0.9, 0.2], [-0.2, 0.0, 0.2], [-0.1, 0.2, -0.2], [0.5, -0.2, 0.7], [0.7, 0.7, -0.3], [0.1, -0.2, -0.2], [-0.2, 0.4, 0.4], [-0.4, -0.9, 0.4], [0.3, 0.1, 0.2], [-0.9, -0.3, -1.2], [-0.7, 0.6, 0.3], [-0.3, 0.3, 1.0], [-0.6, 0.7, 0.7], [-0.1, 0.4, -0.1], [1.6, 0.6, -0.5], [-0.4, 0.6, 0.4], [1.0, -0.3, -0.2], [0.0, -0.5, 0.3], [-0.6, 1.5, -0.3], [-0.3, -0.5, -0.7], [-0.1, -0.2, 0.4], [-0.9, -0.2, 0.7], [-0.3, -0.9, 0.6], [0.2, -0.1, 0.1], [-0.1, 1.3, -1.1], [-0.7, 0.2, -0.6], [0.9, -1.8, 0.0], [-1.1, 0.0, 0.3], [-0.2, -0.3, 1.3], [0.2, -0.3, 0.3], [0.7, 0.6, -0.9], [0.7, 0.0, 0.3], [-0.1, 0.9, -0.1], [0.2, 0.2, 0.7], [0.7, 0.3, -0.3], [-0.4, 0.1, -0.7]]
}

(3)
{
  "formula": "C6H12O",
  "method": "the ωB97M-V functional and the def2-TZVPD basis",
  "lumo_energy_ev": 1.1,
  "de_lowest_ev": 0.437,
  "homo_lumo_gap_ev": 10.5,
  "max_force_ev_per_a": 0.5,
  "smiles": "C[C@@H]1OCC[C@@H]1C",
  "elements": ["C", "C", "O", "C", "C", "C", "C", "H", "H", "H", "H", "H", "H", "H", "H", "H", "H", "H", "H"],
  "positions_angstrom": [[-1.131, 1.124, -1.032], [-0.605, -0.298, -0.858], [-1.513, -1.055, -0.064], [-1.038, -1.174, 1.272], [0.341, -0.502, 1.320], [0.757, -0.432, -0.148], [1.780, 0.647, -0.482], [-1.169, 1.664, -0.078], [-0.516, 1.701, -1.733], [-2.150, 1.080, -1.430], [-0.563, -0.779, -1.843], [-1.670, -0.625, 1.971], [-1.114, -2.230, 1.560], [0.204, 0.516, 1.707], [1.072, -0.997, 1.968], [1.170, -1.412, -0.422], [2.715, 0.480, 0.064], [2.014, 0.645, -1.553], [1.417, 1.648, -0.219]],
  "atomic_forces_ev_per_a": [[0.0, 0.0, 0.0], [0.1, 0.1, -0.2], [0.0, -0.1, 0.0], [0.0, 0.1, 0.4], [0.0, 0.1, 0.1], [0.0, -0.1, 0.0], [0.0, 0.0, 0.0], [0.0, -0.1, -0.1], [-0.1, -0.1, 0.1], [0.2, 0.0, 0.1], [0.0, 0.0, 0.1], [-0.4, 0.0, -0.1], [0.5, 0.1, -0.1], [0.1, -0.1, 0.0], [-0.1, 0.0, -0.2], [-0.1, 0.1, 0.0], [-0.1, 0.0, -0.1], [0.0, 0.0, 0.1], [0.0, -0.2, 0.0]]
}

(4)
{
  "formula": "C12H18N2",
  "method": "the ωB97M-V functional and the def2-TZVPD basis",
  "charge": 2,
  "lumo_energy_ev": [-8.4, -10.2],
  "de_lowest_ev": 5.445,
  "homo_lumo_gap_ev": [8.3, 6.7],
  "max_force_ev_per_a": 7.6,
  "elements": ["C", "C", "C", "C", "C", "C", "C", "C", "C", "C", "C", "C", "N", "N", "H", "H", "H", "H", "H", "H", "H", "H", "H", "H", "H", "H", "H", "H", "H", "H", "H", "H"],
  "positions_angstrom": [[2.501, 1.481, 0.004], [1.134, 1.747, 0.182], [2.045, -0.877, -0.248], [2.976, 0.161, -0.110], [0.649, -0.652, -0.150], [0.245, 0.674, 0.013], [-1.774, -0.441, 0.229], [4.461, -0.209, 0.086], [-3.159, -0.867, 0.085], [-0.590, -2.848, -0.449], [-1.862, 1.411, -1.147], [-1.681, 1.688, 1.300], [-0.297, -1.533, -0.125], [-1.223, 0.842, 0.199], [3.186, 2.126, 0.405], [0.564, 2.741, 0.333], [2.429, -1.917, -0.523], [4.605, -1.003, -0.550], [5.181, 0.572, -0.016], [4.559, -0.526, 1.123], [-3.600, -0.395, -0.732], [-3.805, -0.723, 1.027], [-3.133, -1.968, -0.002], [0.241, -3.544, -0.302], [-0.930, -3.000, -1.634], [-1.431, -3.347, 0.115], [-1.188, 2.163, -1.504], [-2.106, 0.642, -1.791], [-2.740, 1.936, -0.801], [-2.686, 2.034, 1.383], [-1.505, 1.093, 2.254], [-1.066, 2.537, 1.348]],
  "atomic_forces_ev_per_a": [[-1.6, -1.7, 1.4], [-2.8, -0.1, -1.1], [1.4, -1.4, -1.0], [-0.1, -0.6, 0.0], [2.5, 0.5, -0.3], [0.7, 2.6, 1.3], [2.9, -4.2, 0.4], [-2.2, 1.3, 1.3], [0.4, -1.6, 2.8], [-1.2, -3.4, -2.9], [0.6, 2.3, 2.1], [1.1, -1.3, 3.7], [-6.7, 3.3, 1.1], [-0.5, -0.2, -3.0], [1.7, 2.3, 0.1], [2.0, -1.4, -0.1], [-0.7, 1.5, 0.8], [1.0, -1.8, -1.3], [0.2, 0.7, -0.6], [0.0, -0.3, 0.1], [-1.1, 0.5, -1.5], [1.0, 0.2, -1.2], [-0.2, 0.4, -0.4], [0.2, 0.4, 0.0], [1.0, 0.7, 2.9], [0.8, 1.2, -0.2], [0.5, 0.1, -0.5], [0.0, -1.5, -1.5], [-0.4, -0.1, -0.1], [-1.0, -0.3, -1.0], [0.0, 0.8, -1.1], [0.8, 1.1, 0.0]]
}